[1]
A molecular structure, C24H26DyN4Si in a non-equilibrium geometry. Source: the Open Molecules 2025 dataset; level of theory: ωB97M-V/def2-TZVPD.

Calculated values
DFT total energy in Eh: -2323.286274
Charge: +1
E_LUMO (spin up / spin down) in eV: -3.2914 / -3.3001
<S²>: 9.20
Gap between HOMO and LUMO (spin up / spin down) in eV: 3.2 / 6.6
Spin multiplicity: 6
Strongest force on any atom in eV Å⁻¹: 4.0

CARTESIAN COORDINATES (ANGSTROEM)
C 0.931441 1.499150 -0.167832
C -0.094444 1.775921 -1.136421
C -1.303082 2.085565 -0.440098
H 0.041473 1.801941 -2.221197
C -1.016326 2.053874 0.957641
C 0.365028 1.713284 1.127361
H 0.932371 1.781868 2.048428
H 1.985093 1.300943 -0.374661
H -2.263264 2.320011 -0.906866
H -1.704786 2.358426 1.737374
Dy -0.700960 -0.303614 0.246956
C -1.394875 -2.965463 -3.849813
H -2.323549 -2.554586 -3.438478
H -1.702842 -3.888051 -4.429416
H -0.928190 -2.352614 -4.724271
Si -0.263840 -1.347471 -3.389957
C 1.485915 -1.215805 -3.883129
C 2.167800 -0.007434 -3.639833
H 1.617645 0.872340 -3.284730
C 3.545091 0.099597 -3.885287
H 4.046148 1.064949 -3.779494
C 4.276052 -1.021924 -4.305367
H 5.354584 -0.938816 -4.514570
C 3.609606 -2.245147 -4.455876
H 4.174261 -3.123137 -4.770695
C 2.227034 -2.346996 -4.260966
H 1.707939 -3.292448 -4.427049
C -1.253441 0.100143 -4.022147
C -0.882603 0.903097 -5.122594
H -0.007497 0.630705 -5.731442
C -1.660715 2.029179 -5.464980
H -1.343063 2.660574 -6.303393
C -2.845198 2.318671 -4.778276
H -3.502680 3.137993 -5.112759
C -3.231102 1.502195 -3.701628
H -4.146287 1.718335 -3.148612
C -2.467925 0.372902 -3.363356
H -2.827090 -0.318203 -2.579657
H -0.272909 -1.460505 -1.854891
H -0.725493 -3.418877 -3.053807
N -0.688478 -1.895238 4.235917
C -0.885853 -0.633952 4.797998
C -0.983572 0.239469 3.756949
N -0.874181 -0.455396 2.551600
C -0.661777 -1.753397 2.890997
C -0.359554 -2.809249 1.934907
N -0.082694 -2.604486 0.621472
C 0.238313 -3.857982 0.066054
C 0.116730 -4.807006 1.042331
N -0.239192 -4.129736 2.210870
H -0.565423 -2.777086 4.748930
H -0.930667 -0.483892 5.860331
H -1.110378 1.305582 3.782346
H 0.531110 -3.933683 -0.984555
H 0.250947 -5.879748 1.003817
H -0.403854 -4.565374 3.113023

Forces on atoms 1 to 3 (eV/Å):
-0.4 1.6 0.0
0.2 0.1 0.3
0.7 0.4 0.1

Mulliken atomic charge list, values in e, 6 entries: number 1, C, carries -0.9542; number 2, C, carries -0.0618; number 3, C, carries -0.9645; number 4, H, carries 0.6918; number 5, C, carries -0.3111; number 6, C, carries -0.3590

***

[2]
10 unconnected molecules or ions with the total composition C22H65NO10 in a non-equilibrium geometry. Source: the Open Molecules 2025 dataset; level of theory: ωB97M-V/def2-TZVPD.

Calculated values
DFT total energy in Eh: -1684.181097
SMILES string: COC[C@H](C)N.CCO.CCO.CCO.CCO.CCO.CCO.CCO.CCO.CCO
Charge: 0
E_LUMO in eV: 0.6629
Gap between HOMO and LUMO in eV: 9.7
Spin multiplicity: 1
Strongest force on any atom in eV Å⁻¹: 4.2

CARTESIAN COORDINATES (ANGSTROEM)
C 7.612989 8.963766 10.522662
C 8.213060 7.643814 11.039558
O 9.340823 7.151440 10.384348
H 6.794980 9.231481 11.189181
H 7.321886 8.903619 9.467652
H 8.393257 9.768579 10.458586
H 7.454329 6.898513 10.936683
H 8.371936 7.698606 12.203691
H 9.810982 7.960540 10.030686
C 11.595660 5.727905 13.443374
C 12.484259 6.956739 13.411819
O 11.671286 8.079160 12.844784
H 10.871624 5.582203 14.251234
H 12.151929 4.783653 13.437367
H 10.955501 5.645359 12.566983
H 13.413817 6.730729 12.884099
H 12.700149 7.216833 14.425419
H 11.156578 7.789394 12.063352
C 10.631704 17.410159 7.943831
C 9.440656 16.869858 8.697897
O 8.784759 15.757412 8.009757
H 11.552055 16.792721 7.967889
H 11.032206 18.321292 8.510843
H 10.336056 17.761746 6.878961
H 8.683902 17.672764 8.760168
H 9.660387 16.458801 9.728994
H 8.798186 15.868314 7.035291
C 9.271336 9.537955 6.048315
C 8.362927 10.458492 6.747846
O 8.948696 10.661094 8.016172
H 9.150551 8.475414 6.410920
H 10.353750 9.841271 6.242507
H 9.094172 9.458673 4.994722
H 7.325909 9.978504 6.803790
H 8.094380 11.405502 6.252025
H 8.542667 11.460022 8.364636
C 8.516038 7.478531 15.392061
C 8.304587 8.964411 15.239547
O 9.400547 9.499618 14.440551
H 9.374451 7.305448 16.104339
H 8.644635 7.035809 14.456085
H 7.637069 6.961577 15.844301
H 8.184709 9.614300 16.054388
H 7.492178 9.050547 14.567865
H 9.762763 8.845241 13.785250
C 15.196505 16.172858 10.697323
C 14.199000 17.340351 10.371557
O 12.871119 16.734409 10.258313
H 14.759805 15.542703 11.509272
H 16.211468 16.459727 10.929607
H 15.225284 15.506968 9.857263
H 14.447241 17.826346 9.433471
H 14.144463 18.159899 11.098171
H 12.926758 15.765299 10.323232
C 12.560933 7.349013 9.083461
C 12.057102 8.556228 8.342872
O 11.061862 9.232133 9.106678
H 12.677156 7.590063 10.113500
H 13.474659 6.904241 8.647000
H 11.751336 6.533693 9.113350
H 11.688368 8.325813 7.336831
H 12.960950 9.144003 8.145340
H 10.372512 9.729563 8.622556
C 7.306088 13.418683 10.895149
C 6.566542 13.428803 9.613631
O 7.585899 13.037728 8.635809
H 6.681094 13.740167 11.701938
H 8.121688 14.069437 10.929339
H 7.667919 12.380439 11.149960
H 6.164456 14.416551 9.481120
H 5.699357 12.730917 9.519846
H 7.974167 13.840341 8.341228
C 12.019978 13.487279 8.748560
C 11.392671 13.768248 10.119356
O 12.469062 14.081937 10.972274
H 12.677919 12.588029 8.699899
H 12.561027 14.422581 8.467836
H 11.145650 13.372165 8.072700
H 10.765856 13.018407 10.538849
H 10.736437 14.608747 9.858114
H 12.212003 14.004990 11.998003
C 9.791526 12.703448 15.880811
C 10.537888 13.607848 14.911359
C 11.605685 12.768941 14.192159
O 12.460240 13.858705 13.631518
C 13.816826 13.655541 13.906332
N 9.690538 14.331591 14.005446
H 8.950303 13.147368 16.453399
H 10.457502 12.220727 16.563457
H 9.304176 11.859151 15.365205
H 11.114357 14.330419 15.518452
H 11.191061 12.218989 13.413145
H 12.255903 12.240025 14.815521
H 14.433746 14.359835 13.345300
H 14.121094 12.655804 13.678381
H 14.003297 13.674638 14.953268
H 10.131190 14.884279 13.275729
H 9.036003 13.716690 13.580487

Forces on atoms 1 to 3 (eV/Å):
1.7 0.2 -0.3
-0.7 0.5 2.1
1.1 1.6 -0.6

Mulliken atomic charge list, values in e, 6 entries: number 1, C, carries -0.9943; number 2, C, carries 0.2442; number 3, O, carries -0.4930; number 4, H, carries 0.4876; number 5, H, carries 0.2687; number 6, H, carries 0.0364

***

[3]
A molecular structure, C17H20N3O6SeTi in a non-equilibrium geometry. Source: the Open Molecules 2025 dataset; level of theory: ωB97M-V/def2-TZVPD.

Calculated values
DFT total energy in Eh: -4526.670586
Charge: -1
E_LUMO (spin up / spin down) in eV: 2.3996 / 2.3713
<S²>: 2.02
Gap between HOMO and LUMO (spin up / spin down) in eV: 5.4 / 7.4
Spin multiplicity: 3
Strongest force on any atom in eV Å⁻¹: 2.1

CARTESIAN COORDINATES (ANGSTROEM)
Ti -1.282293 -1.899092 -0.153803
N -3.231395 -1.407572 -1.034350
C -4.130262 -2.412951 -0.432119
C -3.709225 -2.635931 1.045414
O -4.560750 -2.896969 1.873636
O -2.440513 -2.519584 1.236280
H -3.489015 -0.487411 -0.697286
H -3.291740 -1.422301 -2.043550
H -3.991324 -3.363617 -0.946987
H -5.180406 -2.123483 -0.470033
C 2.173904 0.445016 -1.201283
C 1.817771 -0.938608 -0.791563
N 0.653370 -1.535664 -0.953444
C 0.807245 -2.849521 -0.487221
C 2.116679 -3.011475 -0.023629
N 2.712279 -1.777579 -0.240191
C 2.869913 -4.115023 0.521518
O 2.224317 -5.263037 0.684199
O 4.052372 -3.988241 0.806059
C -0.270552 -3.799947 -0.688446
O -0.207649 -4.971664 -0.250567
O -1.286587 -3.291981 -1.372449
H 1.274422 1.012968 -1.404149
H 2.787407 0.418753 -2.104711
H 2.734460 0.951942 -0.415347
H 3.680901 -1.605342 -0.027891
H 1.270159 -5.196728 0.367561
C 1.363973 5.533425 -0.233913
C 0.834703 4.164206 0.103840
C 1.300257 3.453008 1.199516
C 0.760582 2.222624 1.560981
C 1.309550 1.494028 2.755809
C -0.274320 1.664914 0.795595
Se -1.127708 0.046616 1.414355
C -0.709643 2.344025 -0.356771
C -1.744208 1.766200 -1.283108
C -0.159557 3.581927 -0.670057
H 2.250527 5.768849 0.354522
H 0.607099 6.293884 -0.026959
H 1.618405 5.608860 -1.292697
H 2.096929 3.874934 1.805244
H 2.114078 2.064000 3.221740
H 1.686023 0.512570 2.460191
H 0.519068 1.317348 3.486408
H -1.571082 0.701249 -1.433438
H -1.711406 2.267711 -2.251967
H -2.744803 1.891244 -0.858963
H -0.521943 4.113414 -1.545977

Forces on atoms 1 to 3 (eV/Å):
0.1 2.1 0.3
-0.3 -0.2 0.0
0.0 -0.1 0.5

Mulliken atomic charge list, values in e, 6 entries: number 1, Ti, carries 0.1491; number 2, N, carries -0.3802; number 3, C, carries -0.4040; number 4, C, carries 0.5103; number 5, O, carries -0.7060; number 6, O, carries -0.4996